{"formula": "C26H50FeNP3Se", "method": "wB97M-V/def2-TZVPD", "e_lumo_ev": [-7.88, -12.25], "relative_energy_ev": 1.308, "multiplicity": 6, "charge": 3, "gap_ev": [7.1, 3.8], "homo_ev": [-15.0, -16.1], "species": ["Se", "Fe", "P", "P", "P", "N", "C", "C", "C", "C", "C", "C", "C", "C", "C", "C", "C", "C", "C", "C", "C", "C", "C", "C", "C", "C", "C", "C", "C", "C", "C", "C", "H", "H", "H", "H", "H", "H", "H", "H", "H", "H", "H", "H", "H", "H", "H", "H", "H", "H", "H", "H", "H", "H", "H", "H", "H", "H", "H", "H", "H", "H", "H", "H", "H", "H", "H", "H", "H", "H", "H", "H", "H", "H", "H", "H", "H", "H", "H", "H", "H", "H"], "xyz": [[-0.797, 3.378, -3.597], [-0.459, -0.530, -0.056], [-2.603, 0.188, -0.214], [0.279, 1.679, 0.983], [2.325, -0.537, -0.857], [0.306, -0.198, 4.192], [-1.481, -2.911, 0.982], [2.825, 0.988, -1.713], [-1.043, -4.298, 2.916], [-3.443, -0.150, 1.383], [1.266, 0.228, -6.501], [0.100, -2.153, 2.627], [-3.844, -0.560, -1.339], [3.468, -0.926, 0.514], [-0.105, -3.362, 3.331], [1.496, 1.606, -6.649], [-0.210, 0.719, -4.629], [0.403, -0.204, -5.487], [-0.885, 2.216, 2.342], [-1.761, -4.060, 1.743], [2.893, -1.755, -2.098], [-0.574, -1.934, 1.414], [1.258, 0.462, 5.140], [0.886, 2.529, -5.789], [0.270, 3.178, -0.074], [-0.850, -0.756, 4.954], [-2.962, 1.958, -0.555], [-0.106, -1.413, -1.640], [1.927, 1.972, 1.794], [1.041, -1.193, 3.292], [-1.463, -1.702, -1.959], [0.043, 2.097, -4.756], [-1.289, 0.056, 5.544], [0.216, -0.367, -1.943], [-3.228, 0.638, 2.112], [1.602, -0.304, 5.846], [-4.850, -0.250, -1.028], [-2.502, -4.763, 1.388], [2.200, 1.176, 2.497], [-1.520, 1.387, 2.669], [-0.877, 0.363, -3.847], [1.037, 3.602, -5.925], [-4.036, 2.053, -0.769], [1.785, -1.691, 3.941], [0.205, -1.276, -5.352], [2.113, 0.868, 4.590], [2.844, 1.848, -1.042], [2.123, 1.204, -2.528], [3.701, -0.027, 1.098], [3.958, -1.575, -2.293], [-1.781, -2.766, -1.840], [-1.994, -2.831, 0.018], [4.388, -1.348, 0.090], [0.439, 4.143, -3.471], [-0.329, 2.626, 3.201], [-0.482, -1.544, 5.617], [2.715, 2.050, 1.035], [2.745, -2.766, -1.709], [-1.867, -1.244, -2.893], [3.821, 0.843, -2.145], [-2.393, 2.306, -1.432], [-1.541, 3.003, 1.953], [0.460, -3.530, 4.241], [-3.102, -1.119, 1.774], [0.596, -2.229, -1.437], [-4.526, -0.202, 1.196], [3.000, -1.669, 1.170], [0.752, 2.960, -1.029], [-0.082, 0.506, 3.544], [2.142, 1.963, -7.456], [-0.748, 3.505, -0.277], [1.592, -0.593, 2.563], [-1.228, -5.188, 3.500], [-2.734, 2.592, 0.306], [-3.765, -1.656, -1.312], [1.878, 2.928, 2.347], [2.325, -1.659, -3.031], [0.731, 1.266, 5.672], [-1.610, -1.142, 4.270], [0.822, 3.997, 0.413], [-3.652, -0.204, -2.361], [1.744, -0.496, -7.171]], "lowdin_charge": [1.174, 0.312, 0.783, 0.829, 0.796, -0.174, -0.140, -0.250, -0.034, -0.212, 0.025, -0.264, -0.251, -0.240, -0.037, 0.002, -0.100, -0.020, -0.239, -0.031, -0.243, -0.178, 0.018, -0.067, -0.269, 0.023, -0.240, -0.389, -0.249, -0.095, -0.108, -0.531, 0.118, 0.035, 0.033, 0.123, 0.069, 0.118, 0.003, 0.007, 0.078, 0.125, 0.069, 0.152, 0.134, 0.098, 0.019, 0.030, 0.034, 0.068, 0.101, 0.061, 0.060, -0.059, 0.064, 0.122, 0.035, 0.066, 0.079, 0.063, -0.017, 0.053, 0.121, 0.034, 0.064, 0.067, 0.041, -0.005, 0.094, 0.140, 0.019, 0.069, 0.122, 0.025, 0.054, 0.074, 0.045, 0.119, 0.105, 0.075, 0.052, 0.145]}